# 1
10
Properties=species:S:1:pos:R:3 method="wB97M-V/def2-TZVPD" de_lowest_kj_mol=417.5 e_lumo_ev="-6.2389 / -5.3063" gap_ev="6.8 / 8.8" total_charge=+1 homo_energy_ev="-13.086 / -14.064" max_force_ha_per_bohr=0.036 spin_multiplicity=1
C -0.2223 -0.8633 0.2497
N -1.1667 1.5174 -0.2191
N 0.6577 -0.9542 1.1530
O -0.3355 2.0394 -1.1032
O -2.2554 1.1244 -0.7461
H -0.3480 -1.6640 -0.4721
H 1.2729 -1.7648 1.2903
H 0.7765 -0.2100 1.8384
H 0.3834 2.5135 -0.6495
H -2.3116 1.1683 -1.7347


# 2
10
Properties=species:S:1:pos:R:3 method="wB97M-V/def2-TZVPD" de_lowest_kj_mol=264.7 e_lumo_ev=-4.1875 gap_ev=12.4 total_charge=+1 homo_energy_ev=-16.626 max_force_ha_per_bohr=0.092 spin_multiplicity=1
C -0.0388 1.2607 0.2320
N 1.2016 1.2507 -0.3280
N -0.6452 -0.5567 0.7125
O -0.5102 1.9965 1.2235
O -1.1259 1.9491 -0.1125
H 1.2450 1.0671 -1.3555
H 2.1156 1.0553 0.2376
H -1.3840 -0.8464 0.1207
H -1.0377 -0.6739 1.7079
H 0.2305 -0.8988 0.5477


# 3
12
Properties=species:S:1:pos:R:3 method="wB97M-V/def2-TZVPD" de_lowest_kj_mol=24.7 e_lumo_ev=-4.4616 gap_ev=10.0 total_charge=+1 homo_energy_ev=-14.447 max_force_ha_per_bohr=0.082 spin_multiplicity=1
C 0.6264 0.0298 0.4058
N 0.1282 0.9526 1.1484
N 0.7036 0.1433 -0.8602
O 0.7582 -1.3771 2.6004
O -1.0373 -2.1785 -0.5899
O -0.9318 -1.7761 0.7515
S 0.8104 -1.6752 1.2368
H -0.2737 1.7482 0.6100
H 0.1209 1.1560 2.1597
H 0.5915 1.0533 -1.3618
H 0.8833 -0.5349 -1.5717
H -1.9737 -2.6488 -0.5363


# 4
9
Properties=species:S:1:pos:R:3 method="wB97M-V/def2-TZVPD" de_lowest_kj_mol=443.9 e_lumo_ev="-5.7483 / -6.2131" gap_ev="8.7 / 7.2" total_charge=+1 homo_energy_ev="-14.448 / -13.440" max_force_ha_per_bohr=0.043 spin_multiplicity=1
C -0.9136 0.7275 -0.2229
N -1.6425 -0.2367 0.1083
N 1.1580 -0.3932 0.1925
S 2.6325 0.1766 0.0641
H -1.2501 1.7027 -0.4681
H -2.6591 -0.4278 0.1582
H -0.9990 -0.9990 0.3748
H 0.7243 -0.2268 1.0691
H 2.9494 -0.3233 -1.2760